14
Properties=species:S:1:pos:R:3 method="wB97M-V/def2-TZVPD" homo_ev=-14.39 total_charge=+1 e_tot_ha=-286.84101 de_lowest_kj_mol=266.4 smiles=O[C@]12C[NH2+][C@H]1C2 gap_ev=10.882
O -2.005 -0.604 0.274
N 1.331 -0.266 0.502
C -0.791 -0.136 -0.010
C -0.377 1.204 -0.496
C 0.503 -1.152 -0.346
C 0.241 0.666 0.755
H 0.071 1.367 -1.479
H 0.250 1.153 1.794
H -1.172 1.940 -0.544
H 1.897 -0.788 1.245
H 0.303 -2.117 0.065
H 0.665 -1.064 -1.421
H -2.912 -0.334 -0.179
H 1.996 0.130 -0.160

40
Properties=species:S:1:pos:R:3 method="wB97M-V/def2-TZVPD" homo_ev=-8.49 total_charge=0 e_tot_ha=-1420.18304 smiles=C[C@@H](Cc1ccsc1)NCc1cn[nH]c1-c1ccc(F)cc1F gap_ev=9.161
S -4.445 1.094 -2.441
F 4.356 -0.730 -2.194
F 4.940 3.461 -0.186
N 1.178 -3.060 -1.742
N 1.969 -2.005 -1.842
N -0.124 -0.289 1.596
C -4.390 1.280 0.109
C 1.084 -1.857 0.158
C -1.379 -0.357 0.860
C -3.035 1.141 -0.292
C 2.739 -0.010 -0.600
C 4.222 2.330 -0.320
C 4.662 1.362 -1.203
C -2.924 1.030 -1.644
C -5.255 1.273 -0.935
C 2.334 1.002 0.275
C -2.449 -1.214 1.540
C 1.958 -1.228 -0.728
C 3.065 2.164 0.420
C -1.878 1.085 0.653
C 0.704 -1.491 1.555
C 0.638 -2.989 -0.541
C 3.911 0.211 -1.328
H -0.048 -3.743 -0.209
H 5.564 1.495 -1.778
H 1.417 0.860 0.830
H -4.696 1.384 1.134
H -2.171 1.505 1.617
H -1.049 1.675 0.258
H 2.746 2.942 1.095
H 2.503 -1.860 -2.685
H -6.323 1.363 -0.919
H -1.150 -0.785 -0.123
H -0.313 -0.043 2.563
H -2.685 -0.813 2.526
H -3.357 -1.223 0.943
H 1.608 -1.271 2.134
H 0.211 -2.364 2.012
H -2.106 -2.239 1.654
H -2.030 0.917 -2.225

21
Properties=species:S:1:pos:R:3 method="wB97M-V/def2-TZVPD" homo_ev=-12.01 total_charge=+1 e_tot_ha=-382.65356 de_lowest_kj_mol=546.3 gap_ev=3.691
O 0.709 0.212 -1.015
N -1.545 1.811 0.043
N 5.816 0.695 0.508
C -2.636 -0.304 0.492
C -2.418 0.777 -0.551
C -0.690 -1.526 -0.300
C 0.325 -0.929 -1.186
C -1.322 -1.006 0.931
H -1.097 -2.396 -0.832
H -1.790 2.780 0.184
H -3.243 -1.155 0.089
H 0.647 -1.509 -2.057
H 5.548 -0.095 -0.074
H -3.093 0.081 1.446
H -1.482 -1.897 1.560
H -1.849 0.479 -1.437
H 6.766 0.977 0.239
H -0.535 -0.430 1.435
H -3.367 1.296 -0.706
H -0.569 1.764 -0.246
H 5.824 0.372 1.479

19
Properties=species:S:1:pos:R:3 method="wB97M-V/def2-TZVPD" homo_ev=-9.44 total_charge=0 e_tot_ha=-311.04333 de_lowest_kj_mol=41.9 smiles=C[C@@H]1OCC[C@@H]1C gap_ev=10.536
O 0.851 1.565 0.244
C -0.654 -0.127 -0.482
C 1.930 -0.544 -0.169
C 0.799 0.399 -0.573
C -0.391 1.820 0.883
C -1.211 0.533 0.789
C -0.811 -1.641 -0.538
H -1.191 0.314 -1.331
H -0.906 2.658 0.389
H -0.289 -2.074 -1.400
H -0.181 2.118 1.916
H 1.760 -1.033 0.797
H 0.984 0.690 -1.617
H 2.083 -1.318 -0.930
H 2.857 0.035 -0.094
H -1.067 -0.100 1.673
H -2.285 0.732 0.699
H -1.868 -1.914 -0.621
H -0.410 -2.113 0.367

113
Properties=species:S:1:pos:R:3 method="wB97M-V/def2-TZVPD" homo_ev=-9.17 total_charge=0 e_tot_ha=-5350.81364 de_lowest_kj_mol=0.0 smiles=CCCCO[PH2](Br)C(F)(F)c1cccc(C(F)(F)F)c1.C1CCOC1.C1CCOC1.C1CCOC1.C1CCOC1.C1CCOC1.C1CCOC1 gap_ev=9.780
Br 0.549 -3.524 0.328
P -0.657 -1.957 1.593
F -2.502 1.604 -1.450
F 1.974 -1.450 1.817
F -1.432 3.434 -0.991
F 0.717 0.092 2.671
F -1.329 2.586 -2.992
O 0.572 0.843 6.966
O -6.366 3.220 2.337
O -8.912 3.068 -3.350
O -1.592 -0.827 2.417
O 2.264 -5.997 -1.138
O 5.500 0.937 -0.728
O 6.091 -2.124 -5.732
C -6.739 2.795 -4.233
C -8.033 2.812 -2.256
C 7.096 -0.008 -6.032
C 2.106 0.778 -1.599
C -8.323 4.457 2.798
C 1.849 -8.308 -0.901
C 2.062 0.037 -0.433
C 7.624 -0.074 -0.519
C 7.419 -2.342 -6.211
C -1.347 2.275 -1.675
C 3.525 -6.646 -0.988
C -7.296 3.497 3.387
C -8.219 2.885 -4.585
C -3.732 0.055 3.126
C 5.965 0.631 -2.044
C 1.481 0.572 8.032
C -8.346 4.023 1.332
C 1.006 1.504 -2.018
C -0.203 0.735 -0.094
C 3.235 -7.995 -0.341
C -0.147 1.476 -1.268
C -6.793 2.152 -2.848
C -6.878 3.695 1.092
C 7.852 -1.037 -6.869
C -3.200 2.578 3.271
C 6.542 0.699 0.223
C -2.983 -1.100 2.487
C 2.642 0.246 5.999
C 7.476 0.471 -1.938
C 2.597 -0.275 7.435
C 5.780 -0.733 -5.777
C 0.904 0.026 0.320
C 1.205 -6.927 -0.910
C 0.831 -0.750 1.606
C -3.569 1.387 2.378
C 1.165 0.483 5.715
H 4.176 -6.012 -0.385
H 7.512 -1.004 -7.906
H 1.933 -8.697 -1.919
H -7.765 2.559 3.703
H 2.935 -0.517 -0.127
H 6.917 1.662 0.585
H 5.665 1.432 -2.723
H 3.986 -8.746 -0.580
H -6.753 3.915 4.235
H -0.742 -2.904 2.611
H -6.727 2.924 0.335
H 7.405 -1.143 -0.502
H -4.785 -0.234 3.127
H -3.422 0.154 4.165
H -4.080 3.177 3.492
H 3.539 -0.167 7.972
H -8.453 3.720 -5.246
H -3.142 -2.006 3.083
H 8.933 -0.902 -6.860
H 1.869 1.520 8.421
H -6.168 2.221 -4.961
H 5.309 -0.447 -4.835
H 6.958 0.950 -6.531
H 7.882 -0.188 -2.703
H -8.570 1.961 -5.057
H 6.125 0.151 1.068
H 5.494 -0.303 -2.374
H 0.942 0.066 8.834
H -2.502 3.237 2.755
H -8.546 2.181 -1.528
H 2.995 0.807 -2.210
H -9.291 4.388 3.291
H -5.898 2.322 -2.251
H 3.188 -7.892 0.746
H 3.097 -0.448 5.294
H 0.458 -6.806 -1.695
H -7.970 5.487 2.880
H 0.682 -0.426 5.342
H -8.722 4.787 0.654
H -6.315 4.587 0.794
H 1.288 -9.028 -0.307
H 7.409 -3.187 -6.900
H 7.967 1.443 -2.025
H -7.780 3.763 -1.774
H -1.591 -2.015 0.556
H -2.729 2.247 4.193
H 0.988 1.282 4.996
H 0.735 -6.701 0.052
H -8.960 3.128 1.212
H 8.068 -2.593 -5.365
H -1.108 0.727 0.491
H 2.318 -1.331 7.444
H 3.982 -6.773 -1.976
H -4.469 1.611 1.810
H -6.303 3.794 -4.167
H 5.066 -0.552 -6.588
H 1.048 2.085 -2.926
H 3.193 1.188 5.957
H -2.769 1.259 1.654
H -3.384 -1.285 1.482
H 8.614 0.078 -0.092
H -6.944 1.074 -2.938
H 7.621 0.170 -5.090

22
Properties=species:S:1:pos:R:3 method="wB97M-V/def2-TZVPD" homo_ev="-7.57 / -8.41" total_charge=0 e_tot_ha=-1325.53456 de_lowest_kj_mol=233.4 gap_ev="5.685 / 7.287"
S -0.312 2.169 -2.938
P 3.098 0.818 0.719
O -1.449 -3.601 0.256
O -2.557 -2.691 -1.385
N 1.290 1.127 -1.222
N -1.844 -2.670 -0.412
N 1.726 0.404 -0.157
C 0.035 1.434 -1.477
C -1.463 -0.209 -0.708
C -0.985 1.106 -0.345
C -0.224 1.209 0.963
C -1.314 -1.330 0.062
C -0.619 -1.221 1.301
C -0.226 0.054 1.754
H 1.858 1.460 -2.025
H -0.159 2.280 1.193
H 0.377 -0.062 2.622
H 4.214 0.156 0.133
H -0.302 -1.991 1.968
H 2.796 -0.092 1.576
H -2.061 -0.189 -1.611
H -1.879 1.840 -0.265

104
Properties=species:S:1:pos:R:3 method="wB97M-V/def2-TZVPD" homo_ev=-11.35 total_charge=+1 e_tot_ha=-2823.77935 gap_ev=6.603
S 3.363 -3.021 -0.507
P 3.308 -2.761 1.380
F 0.156 -2.484 5.655
O -4.449 -4.761 -3.086
O 5.504 -6.489 2.909
O 2.119 -6.767 0.094
O 2.085 4.869 1.938
O 3.555 -4.109 2.203
O 5.699 1.048 -0.239
O -6.590 -2.788 -2.984
O -2.086 6.994 -3.126
O -3.819 10.218 -2.624
O 4.522 -1.771 1.805
O -0.664 -5.109 -1.566
O -1.807 2.481 -3.264
O -1.602 -0.600 -2.748
O -0.700 4.967 0.915
N 0.359 -1.275 3.739
C -0.803 1.565 0.661
C 1.475 -1.899 3.338
C -0.705 5.721 -0.308
C -0.405 -5.061 -2.966
C 2.388 -6.725 -1.304
C 1.941 5.963 2.832
C -2.946 5.850 -3.075
C -0.200 -0.669 1.510
C 7.029 1.032 0.280
C 0.952 -1.314 1.066
C -1.121 0.066 0.578
C -4.261 -5.213 -1.739
C -1.147 1.887 -4.378
C -2.561 -1.660 -2.869
C -6.370 -1.729 -2.071
C -0.471 -0.684 2.872
C 6.044 -6.566 4.225
C 0.669 1.896 0.445
C 1.793 -1.934 1.989
C 0.065 -1.223 5.194
C -3.603 9.976 -1.241
C 1.009 -0.272 5.927
H -1.112 -0.553 -3.573
H 2.876 6.070 3.377
H -1.727 5.962 -0.592
H -0.325 -4.025 -3.306
H 4.150 -1.046 2.326
H -3.497 5.883 -2.137
H -1.045 1.883 1.676
H 1.565 -7.211 -1.822
H 0.083 -4.696 -1.124
H -3.428 9.482 -3.106
H -2.189 1.768 -2.743
H 2.459 -5.686 -1.642
H -4.826 -6.128 -1.550
H 1.625 -0.832 6.619
H -3.117 -1.713 -1.938
H -3.254 -1.459 -3.688
H -0.128 6.640 -0.199
H -2.533 9.924 -1.020
H 6.434 -7.570 4.358
H 7.021 1.093 1.372
H -1.106 5.501 1.604
H -6.701 -2.000 -1.063
H 0.726 2.968 0.323
H -1.607 6.955 -3.957
H -1.348 -0.197 3.260
H 2.085 -2.360 4.093
H -3.204 -5.388 -1.523
H -1.427 2.120 -0.026
H 2.856 -6.343 0.544
H 3.315 -7.254 -1.534
H -0.715 2.689 -4.970
H 6.861 -5.852 4.360
H 1.669 0.229 5.228
H 1.079 1.403 -0.431
H 1.275 1.651 1.312
H 5.275 -6.388 4.983
H -0.256 5.107 -1.084
H 5.154 -5.605 2.775
H 7.552 0.125 -0.032
H 1.253 4.780 1.458
H -5.309 -1.463 -2.039
H -1.232 -5.539 -3.485
H 1.203 -1.343 0.018
H -6.939 -0.865 -2.406
H -4.127 -5.453 -3.670
H 3.406 -3.956 3.149
H -6.066 -3.542 -2.685
H -1.850 1.327 -4.999
H 5.249 0.279 0.116
H -4.086 9.043 -0.932
H -0.344 1.220 -4.049
H 1.744 6.893 2.292
H -2.136 -0.138 0.906
H 0.517 -5.592 -3.209
H 0.446 0.499 6.433
H -3.657 5.866 -3.904
H -4.628 -4.430 -1.077
H -2.359 4.929 -3.115
H 7.549 1.898 -0.118
H -0.946 -0.314 -0.421
H 1.134 5.787 3.552
H -2.062 -2.614 -3.038
H -0.953 -0.873 5.303
H -4.042 10.802 -0.688

53
Properties=species:S:1:pos:R:3 method="wB97M-V/def2-TZVPD" homo_ev=-8.33 total_charge=0 e_tot_ha=-1151.29781 de_lowest_kj_mol=99.1 smiles="CCOc1ccc(C(=O)NCC(=O)N2CCC(C)CC2)cc1OCC" gap_ev=8.945
O 2.726 -1.721 -2.043
O 0.668 2.533 -0.620
O -3.952 -1.104 0.473
O -5.405 1.371 0.740
N 3.118 -0.435 -0.240
N 0.474 0.529 -1.627
C 5.392 -0.976 0.466
C 4.535 1.358 0.605
C 5.474 0.336 1.250
C -2.170 2.585 -0.275
C -3.260 -2.312 0.234
C -6.327 0.303 0.605
C 3.945 -1.458 0.371
C 6.907 0.857 1.299
C 1.826 0.485 -2.134
C -3.350 0.093 0.188
C -1.430 1.426 -0.469
C -4.113 1.272 0.334
C -3.490 2.498 0.108
C -2.029 0.192 -0.225
C -6.603 -0.050 -0.852
C 3.114 0.798 0.516
C -4.218 -3.452 0.542
C -0.013 1.558 -0.894
C 2.617 -0.650 -1.469
H -5.990 -0.579 1.156
H 7.276 1.050 0.294
H -6.909 0.839 -1.401
H 4.521 2.280 1.186
H -4.538 -3.398 1.579
H -3.723 -4.404 0.371
H -5.094 -3.386 -0.097
H -2.374 -2.378 0.881
H 4.892 1.595 -0.400
H -1.439 -0.708 -0.307
H 5.133 0.150 2.275
H 6.956 1.784 1.866
H -2.936 -2.363 -0.815
H -5.713 -0.460 -1.321
H 2.277 1.465 -1.974
H -7.236 0.691 1.075
H -0.121 -0.247 -1.865
H 7.562 0.129 1.771
H -1.699 3.540 -0.439
H 2.440 1.535 0.084
H 5.998 -1.745 0.949
H 3.555 -1.675 1.372
H 3.875 -2.356 -0.245
H 5.780 -0.822 -0.543
H -4.087 3.385 0.248
H -7.398 -0.789 -0.904
H 1.805 0.264 -3.206
H 2.752 0.568 1.525

68
Properties=species:S:1:pos:R:3 method="wB97M-V/def2-TZVPD" homo_ev=-15.50 total_charge=+3 e_tot_ha=-2254.28491 de_lowest_kj_mol=0.0 gap_ev=6.310
Tl -0.671 -2.206 -2.935
P 1.664 0.394 2.267
P -0.294 -0.152 3.239
P -2.474 -0.173 -1.573
O 0.377 2.596 -3.923
N 0.159 -3.532 -0.513
N -0.901 -3.615 0.325
N -1.710 -5.364 1.702
N -0.661 -4.686 1.101
N 0.420 -5.414 0.697
C 1.757 0.201 0.479
C -1.164 1.364 3.710
C 3.355 3.715 -1.516
C 2.080 4.109 -1.220
C 2.111 2.096 2.665
C 0.910 -4.627 -0.264
C 1.364 3.153 -3.419
C 3.693 3.039 -2.724
C 0.992 4.036 -2.211
C 0.501 -0.672 -4.583
C -0.046 -1.131 4.744
C 2.762 2.935 -3.734
C -1.391 -1.063 2.134
C -3.509 0.151 -3.059
C -3.266 1.028 -0.427
C -3.244 -1.759 -1.042
C -0.126 0.050 -3.588
C 2.918 -0.689 2.978
H -4.486 -0.333 -2.943
H -0.854 -1.813 1.542
H 1.291 1.053 -0.031
H -4.166 -1.534 -0.490
H -4.220 0.636 -0.045
H 0.750 -1.878 4.609
H 0.083 3.521 -1.860
H 3.199 2.197 2.555
H 2.737 -1.732 2.687
H -2.325 -4.712 2.172
H -1.111 0.452 -3.791
H 1.277 -0.726 0.140
H -0.068 -0.995 -5.487
H -2.601 1.257 0.418
H -1.900 -0.376 1.439
H 4.167 3.913 -0.807
H -1.347 -6.095 2.307
H -1.603 1.205 4.706
H 3.890 -0.375 2.579
H -0.990 -1.650 4.972
H 0.672 5.023 -2.599
H -0.477 2.221 3.739
H 1.612 -0.703 -4.627
H -1.966 1.556 2.982
H -2.150 -1.586 2.743
H -3.038 -0.224 -3.978
H 1.828 4.540 -0.249
H -2.567 -2.346 -0.401
H -3.457 1.964 -0.974
H 4.693 2.591 -2.845
H 2.939 -0.620 4.071
H -3.488 -2.370 -1.924
H 2.819 0.174 0.192
H -3.648 1.239 -3.147
H 3.019 2.541 -4.714
H 0.400 0.391 -2.703
H 1.817 -4.872 -0.799
H 1.617 2.791 1.975
H 0.210 -0.464 5.581
H 1.833 2.353 3.695